DFT (the ωB97M-V functional and the def2-TZVPD basis) results for a structure of composition C47H50AsCl3N3NaO4Sb in a non-equilibrium geometry.

Highest occupied orbital energy   -4.6 eV
Relative energy (zero: lowest compared OMol25 entry of this formula, charge and spin)   92.8 kJ/mol

ORCA input file:
```
! RIJCOSX wB97M-V def2-TZVPD def2/J DEFGRID3
* xyz -1 1
Na 0.55496 0.74177 0.38797
Cl -5.79524 -3.56453 0.80257
C -4.36944 -2.72403 0.27667
C -4.16134 -2.50943 -1.09173
C -3.06154 -1.82563 -1.51463
C -2.10304 -1.25813 -0.61083
O -1.14674 -0.54443 -1.01813
C -2.31284 -1.58173 0.77737
C -1.32914 -1.28783 1.76577
O -0.26984 -0.68773 1.64007
C -3.44804 -2.29883 1.19087
H -4.87364 -2.89663 -1.80593
H -2.88544 -1.68333 -2.56993
H -1.58214 -1.71593 2.76077
H -3.58004 -2.50383 2.24567
N 2.75666 -0.04503 1.19617
C 3.87286 0.15267 0.29407
C 3.50876 1.28077 -0.66163
N 2.28366 0.94487 -1.36263
H 2.57616 0.85487 1.64367
H 3.00706 -0.70063 1.92867
H 4.03686 -0.77493 -0.27093
H 4.81166 0.42007 0.81397
H 4.35836 1.47707 -1.33633
H 3.32006 2.17217 -0.06563
H 2.48876 0.35487 -2.16303
H 1.84116 1.78847 -1.70223
C -2.28434 5.13437 -3.18183
C -2.10594 4.33827 -1.90093
Sb -1.18054 2.31177 -1.91213
C -2.85354 1.25337 -2.86753
C -3.84994 1.96407 -3.76213
C 0.04776 2.64217 -3.73853
C -0.63034 2.64867 -5.09413
H -2.75154 6.10037 -2.96783
H -2.92204 4.61177 -3.89023
H -1.32354 5.33177 -3.65263
H -3.07204 4.20377 -1.41003
H -1.47924 4.90617 -1.21273
H -3.38014 0.80917 -2.02403
H -2.38064 0.43247 -3.40163
H -4.34824 2.77027 -3.22673
H -4.62104 1.26377 -4.09623
H -3.37474 2.37257 -4.65033
H 0.78906 1.84237 -3.72033
H 0.58116 3.58187 -3.57703
H -1.17434 1.72037 -5.25473
H 0.11146 2.74027 -5.89273
H -1.32144 3.48187 -5.18763
C -1.51444 -5.79993 -1.36693
C -0.86194 -5.27333 -2.46733
C -0.04814 -4.16053 -2.33143
C 0.14326 -3.56693 -1.09063
C -0.51434 -4.11033 0.00717
C -1.34164 -5.21003 -0.12563
As 1.26736 -1.98243 -0.77853
C 2.30886 -2.15003 -2.41963
C 1.99856 -1.60063 -3.65313
C 2.87656 -1.72723 -4.71803
C 4.08116 -2.39243 -4.54743
C 4.40996 -2.93723 -3.31993
C 3.52816 -2.82363 -2.25123
C 3.74536 -3.33553 -0.90443
C 4.87156 -4.01733 -0.46003
C 4.95456 -4.42203 0.85907
C 3.91846 -4.15453 1.74097
C 2.79506 -3.47323 1.30347
C 2.69786 -3.06323 -0.01283
H -2.15284 -6.66713 -1.47503
H -0.98444 -5.73813 -3.43793
H 0.44946 -3.75973 -3.20723
H -0.37494 -3.65153 0.97957
H -1.85364 -5.61393 0.73747
H 1.05806 -1.07003 -3.76933
H 2.62946 -1.30043 -5.68083
H 4.76786 -2.48123 -5.37843
H 5.35726 -3.44513 -3.20053
H 5.69026 -4.22613 -1.13563
H 5.83546 -4.94373 1.20777
H 3.99596 -4.46813 2.77327
H 1.98566 -3.23873 1.98667
Cl -0.16454 -0.05963 4.72987
C -1.80234 0.41087 4.45457
C -2.81664 -0.48533 4.74597
C -4.12394 -0.20513 4.38997
C -4.40974 0.95567 3.69077
C -3.39354 1.84777 3.41727
Cl -3.73944 3.25947 2.48347
C -2.06944 1.64747 3.84667
N -1.12454 2.62117 3.64877
C -0.12644 3.00247 4.52597
C -0.14864 2.62217 5.86757
C 0.87536 2.99147 6.71867
C 1.92516 3.75747 6.24567
C 1.91756 4.19077 4.92997
C 0.89026 3.85597 4.06227
C 0.87666 4.36407 2.65607
C 1.20236 3.16537 1.70647
O 2.36296 2.75337 1.74507
O 0.27206 2.70607 1.00867
H -2.56774 -1.41013 5.24177
H -4.91204 -0.90203 4.62467
H -5.41694 1.18057 3.37517
H -1.11984 3.06537 2.73947
H -0.96814 2.02767 6.24167
H 0.85246 2.66767 7.74967
H 2.74016 4.03117 6.90097
H 2.74206 4.78357 4.55937
H 1.64556 5.12607 2.51757
H -0.09234 4.78657 2.38347
*
```

DFT (the ωB97M-V functional and the def2-TZVPD basis) results for a structure of composition C47H50Br2CrF8NO4PSSi in a non-equilibrium geometry.

Highest occupied orbital energy (alpha / beta)   -1.0 / -2.6 eV
Relative energy (zero: lowest compared OMol25 entry of this formula, charge and spin)   147.3 kJ/mol

ORCA input file:
```
! RIJCOSX wB97M-V def2-TZVPD def2/J DEFGRID3
* xyz -2 5
Cr 0.34644 -0.65759 -0.05404
C 0.79494 2.70351 -1.26474
C -0.42316 2.22061 -1.98394
C -1.13296 3.11031 -2.78634
C -2.25266 2.68611 -3.47824
C -2.62976 1.33681 -3.37704
C -3.70686 0.75991 -4.07124
Br -4.83256 1.83121 -5.20084
C -3.99966 -0.58169 -3.98954
C -3.21896 -1.37339 -3.17144
Br -3.61536 -3.24139 -3.14184
C -2.14846 -0.90159 -2.39124
O -1.45996 -1.64769 -1.60324
C -1.85166 0.49881 -2.52654
N -0.79316 0.95161 -1.82224
H 1.46084 3.22941 -1.94934
H 1.31004 1.85641 -0.81624
H 0.51254 3.38921 -0.46784
H -0.79656 4.13401 -2.86754
H -2.81726 3.37131 -4.09624
H -4.81196 -1.00849 -4.56014
C 2.00574 -3.28829 -5.20304
C 2.96944 -2.84529 -4.10734
C 2.50074 -3.23469 -2.71664
S 0.76434 -2.63979 -2.32644
O 0.81334 -2.58609 -0.84424
C -0.02686 -4.32159 -2.61544
C -0.17196 -5.09059 -1.31714
C 1.08774 -5.82649 -0.87604
H 2.39664 -3.02519 -6.18484
H 1.04914 -2.79199 -5.06854
H 1.85504 -4.36719 -5.17904
H 3.08514 -1.76329 -4.14924
H 3.95384 -3.28869 -4.29074
H 3.10254 -2.75339 -1.94974
H 2.54974 -4.31149 -2.58894
H 0.54234 -4.86069 -3.36634
H -1.00426 -4.08779 -3.02484
H -1.00496 -5.79389 -1.40494
H -0.41536 -4.35009 -0.55184
H 1.44074 -6.50709 -1.65164
H 0.88804 -6.40929 0.02236
H 1.86824 -5.10949 -0.64024
F 4.82084 2.31941 -5.53804
C 4.03394 1.66131 -4.64244
C 2.75754 1.22691 -4.99954
F 2.31484 1.47091 -6.25724
C 1.97714 0.53801 -4.09834
F 0.76704 0.07641 -4.49714
C 2.40814 0.21801 -2.77324
O 1.72324 -0.46919 -1.96254
C 3.71994 0.69921 -2.46134
F 4.21164 0.42621 -1.23224
C 4.50534 1.38111 -3.36054
F 5.76044 1.76771 -3.02324
C 0.48624 2.39461 5.12986
C -0.26906 1.56871 4.08566
C 0.23414 0.12761 4.16476
C -1.75516 1.57661 4.45926
Si -0.01116 2.19081 2.24186
O -0.01986 1.02171 1.20156
C 1.58374 3.27361 2.24596
C 2.69244 2.85981 1.51466
C 3.87414 3.57931 1.50816
C 3.98154 4.74551 2.24436
C 2.89174 5.18201 2.97586
C 1.71374 4.45591 2.97006
C -1.45786 3.41311 1.88646
C -1.76026 4.49071 2.71186
C -2.76756 5.38661 2.40216
C -3.51886 5.21601 1.25256
C -3.26006 4.13151 0.43036
C -2.24236 3.24921 0.74986
H 0.40104 1.93441 6.11676
H 0.08754 3.40421 5.20326
H 1.54154 2.46591 4.87996
H -0.01176 -0.32889 5.12796
H 1.31094 0.09481 4.02886
H -0.21866 -0.47179 3.37796
H -1.91446 1.11201 5.43676
H -2.33006 1.01751 3.72566
H -2.15036 2.59111 4.48956
H 2.62554 1.94671 0.94916
H 4.71494 3.22461 0.92966
H 4.90794 5.30551 2.24836
H 2.95624 6.09411 3.55576
H 0.88284 4.82701 3.55016
H -1.20306 4.63561 3.62666
H -2.96356 6.22701 3.05736
H -4.30206 5.92211 1.00536
H -3.84816 3.98411 -0.46574
H -2.03516 2.40721 0.10786
F 1.57614 -2.09059 2.04986
C 1.88734 -1.14449 1.10246
F 2.92314 -1.72269 0.42346
F 2.50174 -0.17209 1.83216
C -2.99336 -3.09699 0.35216
P -1.71636 -1.86709 0.91136
C -2.86616 -0.46149 1.20346
C -1.53916 -2.66909 2.56156
C -2.18366 -2.32459 3.74376
C -1.98636 -3.07149 4.89276
C -1.13766 -4.16519 4.88736
C -0.48706 -4.51679 3.71256
C -0.69376 -3.77709 2.56796
H -2.51776 -3.97489 -0.07184
H -3.60696 -2.62979 -0.40894
H -3.62006 -3.39209 1.19306
H -2.34806 0.32351 1.74956
H -3.13096 -0.06729 0.22306
H -3.77446 -0.76819 1.72326
H -2.84256 -1.47139 3.77616
H -2.49846 -2.79249 5.80286
H -0.98976 -4.73979 5.79136
H 0.19204 -5.35829 3.70016
H -0.17736 -4.03759 1.65416
*
```